{
  "formula": "C28H58N3O18P4",
  "method": "ωB97M-V/def2-TZVPD",
  "charge": 1,
  "e_tot_ev": -108462.1300,
  "lumo_ev": -2.19,
  "homo_lumo_gap_ha": 0.3360,
  "symbols": ["O", "C", "C", "C", "C", "N", "C", "C", "N", "C", "C", "C", "C", "O", "N", "C", "C", "C", "C", "C", "C", "H", "H", "H", "H", "H", "H", "H", "H", "H", "H", "H", "H", "H", "H", "H", "H", "H", "H", "H", "H", "H", "H", "C", "O", "P", "O", "O", "C", "O", "C", "H", "H", "H", "H", "H", "H", "H", "H", "H", "C", "O", "P", "O", "O", "C", "O", "C", "H", "H", "H", "H", "H", "H", "H", "H", "H", "C", "O", "P", "O", "O", "C", "O", "C", "H", "H", "H", "H", "H", "H", "H", "H", "H", "C", "O", "P", "O", "O", "C", "O", "C", "H", "H", "H", "H", "H", "H", "H", "H", "H"],
  "coordinates": [[6.32456, 1.13132, -5.26804], [5.86433, 1.24601, -6.37819], [4.46535, 0.74121, -6.67365], [3.49097, 1.88568, -7.02235], [2.98112, 2.58079, -5.80774], [3.79363, 3.06813, -4.87386], [3.06028, 3.67667, -3.87040], [1.76933, 3.53175, -4.24203], [1.72644, 2.85133, -5.42778], [0.48742, 2.47681, -6.13222], [-0.45119, 3.67509, -6.31977], [-0.27978, 4.37450, -7.67433], [1.16619, 4.70878, -8.01264], [1.74866, 5.60128, -7.06902], [6.57248, 1.89348, -7.40529], [6.72473, 3.30533, -7.27132], [7.04406, 3.91139, -6.06058], [7.18766, 5.28790, -5.96142], [7.04181, 6.09451, -7.08300], [6.74190, 5.48846, -8.29144], [6.57690, 4.11717, -8.39290], [4.48655, -0.00529, -7.47023], [4.12011, 0.22565, -5.77827], [2.68237, 1.52312, -7.65117], [4.02239, 2.63978, -7.61505], [4.80464, 3.02985, -4.82777], [3.49824, 4.13838, -3.00584], [0.94232, 3.90829, -3.66456], [0.74443, 2.01913, -7.08164], [-0.02249, 1.74721, -5.49943], [-1.47339, 3.30075, -6.26093], [-0.33574, 4.37814, -5.49717], [-0.84004, 5.31374, -7.67830], [-0.71815, 3.76925, -8.47200], [1.80700, 3.82606, -8.01678], [1.21993, 5.13083, -9.02129], [1.30189, 6.45051, -7.14626], [6.25071, 1.62606, -8.32690], [7.19873, 3.30237, -5.17721], [7.43060, 5.71197, -4.99618], [7.17179, 7.16247, -6.98184], [6.64063, 6.09042, -9.18580], [6.34809, 3.69567, -9.36570], [-3.10358, 1.30577, -0.58697], [-1.67304, 1.15996, -0.46225], [-0.89611, 0.56384, -1.70008], [-1.27366, 1.06565, -3.02333], [-1.03478, -1.00841, -1.58112], [-0.86872, -1.63966, -0.30049], [0.59694, 0.89428, -1.27080], [1.53997, 0.78636, -2.33692], [-3.33161, 2.26245, -1.05052], [-3.53214, 0.49838, -1.18034], [-3.51920, 1.27398, 0.41721], [-1.79865, -1.57825, 0.26354], [-0.06092, -1.17769, 0.26740], [-0.62870, -2.68297, -0.48313], [2.53559, 0.96239, -1.93594], [1.30393, 1.54157, -3.07925], [1.50690, -0.20564, -2.79220], [-1.15051, 1.17214, 2.78334], [-2.20119, 0.76585, 3.67105], [-1.76280, 0.17104, 5.07395], [-0.67114, 0.86376, 5.75407], [-1.42923, -1.35779, 4.78801], [-2.29546, -2.12810, 3.94321], [-3.14938, 0.15142, 5.83144], [-3.09138, 0.00216, 7.26504], [-0.84976, 2.19297, 3.01323], [-0.28383, 0.51351, 2.86749], [-1.54084, 1.12219, 1.77033], [-2.03821, -1.95544, 2.89725], [-3.34192, -1.87608, 4.10208], [-2.14290, -3.17655, 4.18324], [-4.10958, -0.13808, 7.61618], [-2.67032, 0.89846, 7.71541], [-2.49095, -0.86729, 7.54020], [-0.38235, -5.89651, 9.89904], [0.65713, -5.01147, 9.45519], [0.27052, -3.93707, 8.35925], [-1.01681, -3.26617, 8.53069], [0.36473, -4.70874, 6.96971], [1.48540, -5.56346, 6.72186], [1.55597, -3.01750, 8.41318], [1.42650, -1.72592, 7.79499], [-0.94425, -5.42544, 10.70272], [-1.05989, -6.15414, 9.08418], [0.09722, -6.79999, 10.26650], [1.31970, -6.53755, 7.18128], [2.40806, -5.12909, 7.10699], [1.56911, -5.68519, 5.64485], [2.40302, -1.25099, 7.80065], [0.72267, -1.11680, 8.35799], [1.07349, -1.82930, 6.76824], [-7.96387, -4.79109, 2.74564], [-7.71907, -4.18407, 4.02293], [-6.27267, -4.36203, 4.64069], [-5.14875, -4.20799, 3.71765], [-6.28849, -5.78692, 5.34344], [-7.41632, -6.16256, 6.14334], [-6.34846, -3.30972, 5.81878], [-5.09548, -2.95193, 6.42031], [-7.65152, -4.11368, 1.95353], [-7.43052, -5.73706, 2.64612], [-9.03299, -4.97262, 2.67347], [-8.21554, -6.53811, 5.50523], [-7.78157, -5.32167, 6.73275], [-7.08962, -6.95402, 6.81242], [-5.31170, -2.30657, 7.26651], [-4.47872, -2.41511, 5.70535], [-4.56522, -3.83760, 6.77244]]
}

***

{
  "formula": "C28H58N8O9Si",
  "method": "ωB97M-V/def2-TZVPD",
  "charge": 0,
  "e_tot_ev": -68201.3315,
  "lumo_ev": 0.27,
  "smiles": "C#C[Si@H](CC(=O)N(C)C)N(C(C)=O)C(C)=O.CN(C)C=O.CN(C)C=O.CN(C)C=O.CN(C)C=O.CN(C)C=O.CN(C)C=O",
  "homo_lumo_gap_ha": 0.3364,
  "symbols": ["C", "C", "Si", "C", "C", "O", "N", "C", "C", "N", "C", "C", "O", "C", "C", "O", "H", "H", "H", "H", "H", "H", "H", "H", "H", "H", "H", "H", "H", "H", "H", "H", "C", "N", "C", "C", "O", "H", "H", "H", "H", "H", "H", "H", "C", "N", "C", "C", "O", "H", "H", "H", "H", "H", "H", "H", "C", "N", "C", "C", "O", "H", "H", "H", "H", "H", "H", "H", "C", "N", "C", "C", "O", "H", "H", "H", "H", "H", "H", "H", "C", "N", "C", "C", "O", "H", "H", "H", "H", "H", "H", "H", "C", "N", "C", "C", "O", "H", "H", "H", "H", "H", "H", "H"],
  "coordinates": [[0.40341, -3.85914, 0.34618], [0.03755, -3.53771, -0.76347], [-0.74568, -3.46787, -2.46552], [0.13338, -2.15164, -3.48934], [1.29125, -2.82460, -4.26479], [1.08448, -3.16880, -5.40416], [2.58938, -3.04653, -3.69907], [2.70125, -4.33125, -3.00410], [3.06174, -1.91379, -2.89075], [-2.48190, -3.16446, -2.21375], [-3.27981, -4.38971, -2.23612], [-3.36552, -5.32291, -3.44450], [-3.86973, -4.68577, -1.23037], [-3.03369, -2.15257, -3.05711], [-2.76957, -0.67271, -2.72276], [-3.74933, -2.41634, -3.99680], [0.51735, -4.14481, 1.37483], [-0.56690, -4.75711, -3.15786], [0.53338, -1.32274, -2.87788], [-0.51581, -1.67611, -4.24201], [3.77045, -4.59880, -2.94825], [2.17315, -5.13352, -3.54010], [2.32670, -4.28574, -1.96110], [3.09248, -2.12956, -1.80363], [4.11956, -1.73218, -3.17562], [2.50619, -0.97904, -3.09113], [-3.04368, -6.34346, -3.19492], [-4.41304, -5.36641, -3.77725], [-2.77976, -4.93563, -4.29130], [-3.35091, -0.07521, -3.43293], [-3.20196, -0.48517, -1.72414], [-1.70061, -0.42284, -2.73375], [2.70283, 3.69858, -0.92073], [1.84530, 2.56773, -1.23998], [0.51771, 2.49440, -0.65695], [2.24890, 1.58778, -2.05922], [1.58398, 0.60697, -2.36907], [2.87337, 3.72595, 0.15361], [2.21045, 4.62118, -1.23685], [3.66149, 3.61265, -1.43033], [0.42616, 1.58020, -0.06734], [-0.23052, 2.46853, -1.45102], [0.34271, 3.35890, -0.02003], [3.26832, 1.74244, -2.44389], [2.17484, 4.24538, 4.63306], [3.41905, 4.16507, 3.89330], [4.67142, 4.42245, 4.58462], [3.45479, 3.85929, 2.58226], [4.46424, 3.77512, 1.90791], [2.05827, 5.25016, 5.04408], [2.18828, 3.52199, 5.45105], [1.32903, 4.02852, 3.98267], [5.18373, 5.26133, 4.11221], [5.31135, 3.54067, 4.51308], [4.48306, 4.65351, 5.63054], [2.45248, 3.68192, 2.15388], [-6.23179, -3.57417, 0.60027], [-7.12916, -2.44654, 0.41547], [-7.42676, -1.99897, -0.93363], [-7.69486, -1.80058, 1.45208], [-8.45213, -0.85008, 1.35493], [-5.26117, -3.34036, 0.16505], [-6.64617, -4.45291, 0.10259], [-6.10394, -3.79301, 1.65921], [-7.12226, -0.95739, -1.04964], [-8.50113, -2.06568, -1.11295], [-6.89742, -2.61658, -1.65625], [-7.40541, -2.21714, 2.43106], [7.14638, -0.41218, -2.50930], [6.65852, 0.93370, -2.28030], [6.89800, 1.56548, -0.99214], [5.98721, 1.62222, -3.22415], [5.55165, 2.75185, -3.08975], [6.69542, -1.09291, -1.78388], [8.23228, -0.43198, -2.39413], [6.89060, -0.74545, -3.51370], [5.94589, 1.82603, -0.52690], [7.47223, 2.48174, -1.13557], [7.44762, 0.88826, -0.34205], [5.85642, 1.05789, -4.16263], [-11.43893, -0.70595, 0.11737], [-12.64783, -1.50943, 0.14011], [-13.66162, -1.29483, -0.87628], [-12.86251, -2.45429, 1.07911], [-13.85343, -3.15666, 1.14797], [-11.70254, 0.34987, 0.21155], [-10.91646, -0.86342, -0.82891], [-10.77694, -0.97948, 0.93506], [-14.60300, -1.01319, -0.40161], [-13.82152, -2.21823, -1.43552], [-13.34575, -0.50653, -1.55627], [-12.03483, -2.53878, 1.80339], [9.20148, 3.18017, 6.02692], [8.72871, 4.52943, 6.26494], [8.99348, 5.15628, 7.54845], [8.04769, 5.22698, 5.33003], [7.62605, 6.35794, 5.47082], [8.75632, 2.50159, 6.75807], [10.28879, 3.15026, 6.12515], [8.92752, 2.85117, 5.02588], [8.05010, 5.42364, 8.02689], [9.57333, 6.06789, 7.39773], [9.54705, 4.47371, 8.18960], [7.89977, 4.66395, 4.39238]]
}

***

{
  "formula": "C28H58NO15S6",
  "method": "ωB97M-V/def2-TZVPD",
  "charge": 1,
  "e_tot_ev": -127169.1354,
  "lumo_ev": -1.47,
  "homo_lumo_gap_ha": 0.3697,
  "relative_energy_kcal_mol": 91.8,
  "symbols": ["N", "H", "H", "H", "H", "C", "C", "C", "O", "C", "O", "O", "H", "H", "H", "H", "H", "H", "C", "C", "C", "S", "O", "O", "C", "H", "H", "H", "H", "H", "H", "H", "H", "C", "C", "C", "S", "O", "O", "C", "H", "H", "H", "H", "H", "H", "H", "H", "C", "C", "C", "S", "O", "O", "C", "H", "H", "H", "H", "H", "H", "H", "H", "C", "C", "C", "S", "O", "O", "C", "H", "H", "H", "H", "H", "H", "H", "H", "C", "C", "C", "S", "O", "O", "C", "H", "H", "H", "H", "H", "H", "H", "H", "C", "C", "C", "S", "O", "O", "C", "H", "H", "H", "H", "H", "H", "H", "H"],
  "coordinates": [[-14.36973, -11.69066, 8.12742], [-15.23834, -11.39641, 8.43580], [-14.28692, -11.10702, 7.31184], [-14.42974, -12.50758, 7.81419], [-13.47585, -11.71840, 8.68590], [-8.02756, -12.03206, 8.82672], [-8.15746, -11.07017, 7.59856], [-8.11901, -11.81079, 6.20505], [-9.50833, -12.07507, 5.95568], [-10.24322, -11.54667, 6.89623], [-11.52993, -11.61320, 7.01841], [-9.46630, -10.74924, 7.66366], [-8.70930, -12.79073, 8.84769], [-8.08603, -11.43016, 9.71255], [-6.96549, -12.24349, 8.90358], [-7.45277, -10.25475, 7.45447], [-7.33222, -12.60896, 6.18199], [-7.70464, -11.19724, 5.50351], [-11.76834, -17.68610, 6.16165], [-10.58277, -16.70425, 6.56515], [-10.72285, -15.44787, 5.63758], [-12.49885, -15.21915, 5.41638], [-12.85893, -15.13177, 3.97242], [-12.99672, -14.37054, 6.45006], [-12.97472, -16.82875, 5.93483], [-11.90478, -18.48448, 6.80306], [-11.58277, -18.28129, 5.37583], [-9.55860, -17.22985, 6.34723], [-10.91668, -16.37227, 7.39215], [-10.29688, -15.50054, 4.81741], [-10.28493, -14.47703, 6.10886], [-13.61476, -17.30750, 5.27030], [-13.45923, -16.68833, 6.78661], [-19.28026, -7.84418, 7.93827], [-20.20657, -8.81256, 8.53431], [-19.38107, -10.14814, 8.79405], [-17.79024, -9.99563, 8.11321], [-17.45538, -11.15758, 7.44403], [-16.94422, -9.60797, 9.17092], [-18.26190, -8.64157, 7.10349], [-18.72716, -7.28412, 8.81169], [-19.82128, -7.07543, 7.38927], [-20.92073, -9.02652, 7.74768], [-20.55734, -8.51629, 9.42897], [-19.82028, -10.83062, 8.28382], [-19.22266, -10.26918, 9.81687], [-18.76841, -8.91682, 6.20970], [-17.16753, -8.20050, 6.75350], [-12.99244, -6.04377, 9.21218], [-13.89211, -6.28467, 10.40328], [-14.65736, -7.63496, 10.33843], [-13.49959, -8.55877, 9.30266], [-14.30283, -8.86787, 8.08361], [-12.98309, -9.58675, 10.05184], [-12.29552, -7.27749, 8.88969], [-12.50788, -5.25015, 9.64011], [-13.42618, -5.70718, 8.25578], [-14.89577, -5.65157, 10.61533], [-13.30298, -6.10024, 11.27565], [-15.71982, -7.71466, 9.92101], [-14.95335, -8.14254, 11.31283], [-11.83775, -7.51039, 7.79898], [-11.31929, -7.01023, 9.45561], [-16.06848, -12.47126, 13.39104], [-16.55469, -13.95868, 13.29456], [-16.55607, -14.22963, 11.85926], [-17.27898, -12.75854, 11.19715], [-18.70667, -12.97138, 11.22047], [-16.71290, -12.54080, 9.89088], [-16.80727, -11.62314, 12.39564], [-15.13184, -12.44153, 13.23504], [-16.00662, -12.02173, 14.34154], [-17.52462, -14.00069, 13.72625], [-15.87858, -14.42879, 13.66712], [-17.02434, -15.10142, 11.41260], [-15.55006, -14.22789, 11.38909], [-17.67144, -10.95848, 12.92106], [-16.29432, -10.60526, 11.91029], [-17.41177, -11.62597, 2.46127], [-16.29806, -12.60578, 2.43256], [-14.96270, -12.03962, 3.10785], [-15.82622, -11.50771, 4.54314], [-15.24597, -10.35060, 5.05292], [-16.06390, -12.68773, 5.37412], [-17.39215, -10.96232, 3.84519], [-18.38362, -12.10729, 2.23925], [-17.48288, -10.80250, 1.83469], [-15.89392, -12.76366, 1.42690], [-16.62198, -13.51869, 2.88170], [-14.66185, -11.11798, 2.68788], [-14.13024, -12.83359, 3.03911], [-17.55843, -9.80917, 4.00104], [-18.13106, -11.49309, 4.49587], [-10.86982, -16.60429, 10.78288], [-9.79221, -15.61765, 10.70965], [-10.40383, -14.37420, 11.30506], [-12.13878, -14.39951, 11.02596], [-12.48390, -13.52233, 9.97994], [-12.64984, -14.43296, 12.31000], [-12.21150, -16.02270, 10.26949], [-11.10752, -17.06564, 11.74737], [-10.68073, -17.27758, 10.06152], [-9.52890, -15.45495, 9.67912], [-9.00314, -15.80544, 11.11387], [-9.74683, -13.41145, 10.88494], [-10.26931, -14.62594, 12.25823], [-11.83467, -16.10603, 9.23716], [-13.05109, -16.70988, 10.47851]]
}

***

no.,maximum force (eV/A)
1,1.3
2,1.5
3,10.9